# 1
Below is a structure of composition C38H45N8O4S3Ti at a distorted geometry, with properties calculated with ωB97M-V with the def2-TZVPD basis set.

Geometry (Å):
1 Ti 0.442 0.271 0.250
2 C -0.221 4.342 1.756
3 C -0.650 2.922 1.557
4 O -0.011 2.141 0.778
5 N -1.719 2.492 2.153
6 C -2.369 1.213 1.824
7 C -1.794 -0.012 2.488
8 C -2.480 -0.549 3.561
9 C -2.017 -1.693 4.176
10 C -0.865 -2.262 3.690
11 C -0.230 -1.673 2.613
12 N -0.664 -0.565 1.986
13 H 0.590 4.586 1.075
14 H 0.123 4.483 2.785
15 H -1.066 5.014 1.581
16 H -2.184 3.123 2.781
17 H -2.333 1.085 0.766
18 H -3.409 1.319 2.099
19 H -3.389 -0.061 3.900
20 H -2.549 -2.130 5.018
21 H -0.439 -3.161 4.127
22 H 0.673 -2.124 2.263
23 O 0.700 -3.914 -1.229
24 C 1.841 -4.180 -0.536
25 C 2.274 -5.499 -0.617
26 C 3.423 -5.891 0.030
27 C 4.175 -4.980 0.778
28 C 3.750 -3.679 0.871
29 C 2.576 -3.243 0.224
30 C 2.137 -1.845 0.401
31 O 1.041 -1.414 -0.271
32 N 2.732 -1.086 1.250
33 N 2.164 0.220 1.394
34 C 2.836 0.884 2.274
35 S 2.449 2.519 2.705
36 C 4.027 2.836 3.525
37 C 4.426 1.564 4.237
38 S 4.206 0.187 3.088
39 H 0.480 -2.996 -1.127
40 H 1.685 -6.200 -1.206
41 H 3.749 -6.925 -0.049
42 H 5.086 -5.297 1.278
43 H 4.318 -2.958 1.445
44 H 3.877 3.671 4.210
45 H 4.750 3.117 2.763
46 H 3.820 1.388 5.117
47 H 5.477 1.584 4.522
48 O -1.289 0.101 -0.925
49 S -1.966 0.340 -2.299
50 C -1.939 -1.340 -3.015
51 C -2.848 -2.353 -2.372
52 C -3.939 -2.853 -3.075
53 C -4.795 -3.778 -2.484
54 C -4.565 -4.205 -1.181
55 C -3.473 -3.712 -0.474
56 C -2.617 -2.792 -1.067
57 C -3.732 0.585 -2.073
58 C -4.139 1.349 -0.842
59 C -3.914 2.722 -0.736
60 C -4.399 3.429 0.357
61 C -5.123 2.767 1.350
62 C -5.343 1.396 1.250
63 C -4.846 0.688 0.158
64 H -0.893 -1.606 -2.891
65 H -2.136 -1.198 -4.080
66 H -4.120 -2.524 -4.099
67 H -5.638 -4.170 -3.045
68 H -5.229 -4.933 -0.722
69 H -3.279 -4.060 0.537
70 H -1.770 -2.414 -0.515
71 H -4.205 -0.392 -2.110
72 H -3.983 1.142 -2.987
73 H -3.384 3.249 -1.532
74 H -4.251 4.506 0.416
75 H -5.536 3.327 2.187
76 H -5.922 0.879 2.011
77 H -5.031 -0.383 0.069
78 C 2.430 2.532 -0.993
79 N 1.946 1.158 -1.387
80 C 3.188 0.337 -1.660
81 N 4.042 0.937 -2.671
82 C 4.449 2.280 -2.217
83 N 3.278 3.146 -1.994
84 C 2.535 3.249 -3.262
85 N 2.098 1.921 -3.739
86 C 1.265 1.330 -2.713
87 C 3.288 1.073 -3.927
88 H 2.978 2.431 -0.064
89 H 1.561 3.155 -0.820
90 H 2.875 -0.647 -1.986
91 H 3.738 0.253 -0.733
92 H 5.084 2.736 -2.971
93 H 5.015 2.191 -1.292
94 H 3.177 3.701 -4.013
95 H 1.663 3.888 -3.121
96 H 0.935 0.349 -3.038
97 H 0.417 1.977 -2.560
98 H 3.925 1.521 -4.685
99 H 2.980 0.087 -4.270

Properties
Net charge: +2
ΔE to the lowest compared entry with this formula, charge and spin: 11.1 kcal per mole
Spin multiplicity: 2
⟨S²⟩: 0.753
LUMO (spin up / spin down): -5.11 / -5.02 eV
HOMO level (spin up / spin down): -0.464 / -0.465 Eh

=====

# 2
Below is a structure of composition C31H22N5O6Ti, with properties calculated with ωB97M-V with the def2-TZVPD basis set.

Geometry (Å):
1 Ti 0.480 0.571 -0.200
2 O -2.619 2.231 1.657
3 C -1.550 1.770 1.323
4 N -0.840 1.998 0.170
5 C -0.374 3.323 -0.002
6 C -1.138 4.468 0.149
7 C -0.534 5.715 0.028
8 C 0.817 5.816 -0.248
9 C 1.594 4.672 -0.409
10 C 1.002 3.424 -0.291
11 N 1.634 2.183 -0.534
12 C 2.527 2.121 -1.565
13 O 3.523 2.792 -1.749
14 C 2.067 1.154 -2.628
15 C 2.677 1.128 -3.870
16 C 2.103 0.360 -4.870
17 C 0.956 -0.364 -4.584
18 C 0.421 -0.309 -3.305
19 N 0.957 0.450 -2.348
20 C -0.756 0.970 2.341
21 C -1.207 0.832 3.646
22 C -0.330 0.359 4.605
23 C 0.977 0.055 4.238
24 C 1.346 0.198 2.914
25 N 0.500 0.638 1.979
26 H -2.194 4.375 0.360
27 H -1.132 6.609 0.147
28 H 1.281 6.789 -0.338
29 H 2.650 4.742 -0.623
30 H 3.562 1.728 -4.026
31 H 2.540 0.332 -5.859
32 H 0.470 -0.971 -5.334
33 H -0.437 -0.903 -3.027
34 H -2.219 1.133 3.878
35 H -0.649 0.253 5.633
36 H 1.702 -0.283 4.964
37 H 2.350 -0.036 2.585
38 C 3.863 -1.060 -1.207
39 C 3.409 -1.962 -2.157
40 C 2.336 -2.796 -1.872
41 C 1.738 -2.757 -0.624
42 C 2.212 -1.878 0.345
43 C 3.257 -1.007 0.043
44 H 4.685 -0.392 -1.434
45 H 3.880 -2.002 -3.131
46 H 1.963 -3.480 -2.622
47 H 0.914 -3.420 -0.400
48 H 1.792 -1.904 1.343
49 H 3.642 -0.322 0.791
50 O -1.383 -2.327 -1.889
51 C -1.492 -1.883 -0.757
52 O -0.781 -0.912 -0.273
53 C -2.538 -2.439 0.172
54 C -3.313 -3.517 -0.250
55 C -4.276 -4.053 0.585
56 C -4.443 -3.489 1.842
57 C -3.690 -2.414 2.282
58 C -2.732 -1.892 1.433
59 N -5.454 -4.047 2.741
60 O -6.147 -4.954 2.325
61 O -5.565 -3.550 3.846
62 H -3.146 -3.921 -1.239
63 H -4.891 -4.888 0.286
64 H -3.862 -2.005 3.265
65 H -2.132 -1.053 1.746

Properties
ΔE to the lowest compared entry with this formula, charge and spin: 23.9 kcal per mole
Spin multiplicity: 2
⟨S²⟩: 0.754
LUMO (spin up / spin down): -0.76 / -0.80 eV
HOMO level (spin up / spin down): -0.272 / -0.280 Eh

=====

# 3
Below is an isolated molecule of C3H4N2O3 at a distorted geometry, with properties calculated with ωB97M-V with the def2-TZVPD basis set.

Geometry (Å):
1 C -0.261 -1.359 -1.494
2 C 0.009 -0.259 -0.530
3 N 0.377 0.947 -1.008
4 O 0.110 1.965 0.075
5 C 0.204 1.652 1.343
6 O 0.068 2.434 2.361
7 N 0.425 0.155 1.611
8 O 0.157 -0.887 0.758
9 H 0.687 -2.069 -1.733
10 H -1.268 -1.737 -1.294
11 H -0.434 -0.850 -2.540
12 H -0.074 0.008 2.450

Properties
ΔE to the lowest compared entry with this formula, charge and spin: 135.4 kcal per mole
LUMO: -0.38 eV
SMILES: CC1=NOC(=O)NO1
HOMO level: -0.370 Eh